[1]
{"formula": "C34H49ClO3P4Ti", "method": "ωB97M-V/def2-TZVPD", "homo_lumo_gap_ev": [4.25, 4.26], "max_force_ev_per_a": 3.1, "total_energy_ha": -4225.2616, "total_charge": 2, "homo_ev": [-10.69, -10.69], "symbols": ["P", "C", "C", "H", "C", "H", "C", "H", "C", "H", "C", "H", "C", "C", "H", "C", "H", "C", "H", "C", "H", "C", "H", "C", "C", "H", "C", "H", "C", "H", "C", "H", "C", "H", "Ti", "C", "C", "H", "C", "O", "H", "C", "H", "C", "Cl", "P", "P", "C", "H", "H", "H", "C", "H", "H", "H", "C", "H", "H", "H", "C", "H", "H", "H", "C", "H", "H", "H", "C", "H", "H", "H", "P", "C", "C", "H", "H", "H", "H", "H", "H", "C", "H", "H", "H", "H", "C", "C", "O", "O", "H", "H", "H"], "positions_angstrom": [[2.786276, 0.323362, -1.860370], [4.425970, 0.746820, -1.241652], [5.535772, -0.102061, -1.425860], [5.379964, -1.157159, -1.661087], [6.824334, 0.427336, -1.325042], [7.685804, -0.205333, -1.541405], [6.997420, 1.761791, -0.947227], [8.000213, 2.180931, -0.909037], [5.901049, 2.548911, -0.587740], [6.043171, 3.563230, -0.215223], [4.610137, 2.033200, -0.709732], [3.741728, 2.626884, -0.425963], [2.708046, -1.444481, -2.182210], [2.665842, -2.325904, -1.087959], [2.456061, -1.944239, -0.085233], [2.915935, -3.686105, -1.289270], [2.923352, -4.368802, -0.436893], [3.168577, -4.157661, -2.578873], [3.414660, -5.207161, -2.736812], [3.087052, -3.300092, -3.681177], [3.235537, -3.677482, -4.693912], [2.825500, -1.943190, -3.493249], [2.735066, -1.262707, -4.345126], [2.466552, 1.245025, -3.379194], [3.530459, 1.731279, -4.164508], [4.545372, 1.754974, -3.762611], [3.274768, 2.168664, -5.463347], [4.103085, 2.486013, -6.095072], [1.963263, 2.198019, -5.945054], [1.775535, 2.496578, -6.974371], [0.894540, 1.876976, -5.107330], [-0.130842, 1.988428, -5.456229], [1.141876, 1.400450, -3.817980], [0.309623, 1.143949, -3.161055], [-1.934252, 0.983312, 2.751128], [-2.077470, -0.380197, 1.222740], [-1.784561, -1.083407, 0.100152], [-3.070538, -0.610914, 1.718277], [-0.486726, -0.927425, -0.729491], [-0.878663, -0.718076, -2.111490], [-0.182048, -1.040695, -2.717986], [0.453556, 0.137519, -0.382906], [0.087690, -1.858076, -0.579888], [1.568653, 0.738023, -0.672773], [-0.097451, 2.368387, 2.665949], [-2.854739, 2.561432, 1.024385], [-0.400124, -0.673861, 3.884251], [-3.024247, 4.184447, 1.826348], [-2.067308, 4.716750, 1.759163], [-3.287669, 4.058031, 2.886913], [-3.812267, 4.752308, 1.313109], [-1.878722, 2.881353, -0.473287], [-1.611709, 1.934691, -0.957739], [-0.951043, 3.395561, -0.196143], [-2.463510, 3.504068, -1.163558], [-4.508679, 2.166729, 0.401892], [-5.156902, 1.890538, 1.243895], [-4.451800, 1.319669, -0.294730], [-4.913755, 3.050660, -0.109233], [-0.569308, -0.214196, 5.645417], [-1.578424, -0.465219, 6.001028], [-0.418829, 0.868706, 5.753216], [0.181377, -0.753385, 6.239729], [-0.840297, -2.432567, 3.836920], [-0.724168, -2.804633, 2.810733], [-1.888511, -2.554816, 4.137525], [-0.190602, -3.003820, 4.514148], [1.394998, -0.677145, 3.589827], [1.797500, 0.334789, 3.715645], [1.589978, -0.999261, 2.558392], [1.887735, -1.364417, 4.292148], [-2.963081, -2.362380, -0.512329], [-4.166278, -2.628133, 0.794186], [-2.107153, -3.899396, -0.873268], [-4.648180, -1.681193, 1.058164], [-3.677661, -3.042497, 1.684416], [-4.942385, -3.330228, 0.462984], [-1.197424, -3.714751, -1.457371], [-2.748697, -4.581085, -1.448751], [-1.831493, -4.408026, 0.060113], [-3.770818, -1.693814, -1.965751], [-4.545026, -0.978408, -1.659731], [-4.230435, -2.493495, -2.561837], [-3.004296, -1.178870, -2.557894], [1.777760, 1.679512, -0.124618], [-5.162622, 1.015475, 5.532756], [-4.073232, 1.726093, 4.780372], [-3.834482, 2.916847, 4.912697], [-3.394427, 0.917226, 3.954227], [-4.790138, 0.720994, 6.519394], [-5.481888, 0.123283, 4.993999], [-6.006906, 1.687536, 5.692335]], "forces_ev_per_a": [[0.140, 0.129, -0.148], [0.340, -0.205, 0.114], [-0.171, 0.362, -0.308], [0.100, 0.360, -0.214], [-0.271, -0.030, 0.233], [-0.231, 0.202, 0.125], [-0.061, -0.096, -0.014], [-0.191, -0.072, 0.036], [-0.160, -0.222, 0.127], [0.002, -0.286, -0.105], [0.158, -0.009, -0.402], [0.265, 0.044, -0.235], [-0.188, -0.221, -0.328], [0.259, -0.157, -0.161], [0.267, -0.050, -0.280], [-0.162, 0.266, -0.014], [0.018, 0.198, -0.299], [-0.042, 0.062, -0.207], [-0.092, 0.242, 0.058], [-0.145, 0.003, 0.068], [-0.056, 0.030, 0.333], [0.229, 0.062, 0.396], [0.228, -0.232, 0.272], [0.397, 0.269, -0.284], [-0.285, -0.333, -0.033], [-0.250, -0.197, -0.185], [-0.112, 0.046, 0.163], [-0.234, -0.039, 0.133], [0.104, 0.045, 0.087], [0.023, 0.025, 0.235], [0.193, -0.074, 0.208], [0.245, -0.047, 0.057], [0.126, -0.122, -0.219], [0.235, 0.004, -0.154], [1.123, 0.798, -0.340], [-0.753, -0.264, 0.291], [0.039, 0.355, 0.135], [0.318, -0.300, -0.531], [1.519, 0.560, -0.458], [-0.424, -1.054, -0.439], [-0.248, 0.206, 0.589], [-2.433, -0.270, 1.868], [-0.331, -0.380, -0.122], [0.134, 0.941, 0.666], [-0.968, -0.450, 0.365], [0.173, 0.364, -0.467], [0.424, -0.372, 0.378], [-0.120, 0.080, 0.186], [-0.252, -0.134, 0.043], [0.024, 0.112, -0.295], [0.249, -0.037, 0.157], [0.094, -0.121, -0.033], [-0.036, 0.153, 0.095], [-0.206, -0.135, -0.063], [0.136, -0.083, 0.190], [-0.215, -0.168, 0.086], [0.033, 0.133, -0.247], [-0.024, 0.236, 0.129], [0.003, -0.320, 0.080], [-0.039, 0.029, 0.018], [0.290, 0.060, -0.087], [0.025, -0.269, 0.050], [-0.223, 0.173, -0.085], [-0.152, -0.163, -0.070], [0.015, 0.049, 0.226], [0.231, -0.039, -0.014], [-0.215, 0.103, -0.182], [0.058, 0.111, -0.233], [-0.111, -0.235, -0.028], [-0.042, 0.116, 0.219], [-0.182, 0.181, -0.154], [0.616, 1.075, 0.537], [-0.318, -0.369, 0.030], [0.104, -0.402, -0.129], [0.041, -0.205, -0.133], [-0.060, 0.098, -0.214], [0.175, 0.129, 0.021], [-0.227, 0.071, 0.112], [0.059, 0.245, 0.141], [-0.045, 0.230, -0.172], [-0.196, -0.127, -0.356], [0.188, -0.177, -0.035], [0.041, 0.194, 0.171], [-0.237, -0.167, 0.154], [0.395, -0.354, -0.163], [-0.142, -0.062, 0.015], [-0.483, 1.658, 0.963], [0.055, -1.681, -0.594], [1.280, -0.112, -1.286], [0.018, 0.017, -0.135], [-0.006, 0.047, 0.121], [0.149, -0.030, -0.026]]}

[2]
{"formula": "C34H49F5INO11SSi", "method": "ωB97M-V/def2-TZVPD", "homo_lumo_gap_ev": 8.89, "max_force_ev_per_a": 3.3, "total_energy_ha": -3692.0424, "total_charge": 0, "homo_ev": -9.44, "symbols": ["C", "C", "C", "C", "C", "C", "C", "C", "F", "F", "C", "C", "Si", "C", "C", "C", "C", "C", "C", "C", "C", "C", "C", "N", "C", "C", "O", "C", "C", "O", "O", "S", "O", "O", "C", "I", "C", "F", "C", "C", "H", "H", "H", "H", "H", "H", "H", "H", "H", "H", "H", "H", "H", "H", "H", "H", "H", "H", "H", "H", "H", "H", "H", "H", "H", "H", "H", "H", "H", "H", "H", "H", "H", "H", "H", "H", "H", "H", "H", "H", "H", "H", "H", "C", "C", "O", "C", "O", "O", "F", "H", "H", "H", "C", "C", "O", "C", "O", "O", "F", "H", "H", "H"], "positions_angstrom": [[5.625447, 2.226470, 3.540048], [5.991654, 0.848174, 2.939508], [5.012757, -0.269563, 3.417743], [4.119760, -0.814936, 2.267784], [3.125006, 0.290980, 1.837934], [1.674892, -0.110222, 1.535651], [1.200381, -0.701680, 0.161547], [-0.187886, -1.355204, 0.478132], [-1.018137, -1.380550, -0.613478], [-0.877935, -0.477221, 1.299916], [-0.221862, -2.694738, 1.215001], [-1.139470, -3.767798, 0.509795], [-2.978156, -3.701291, 1.008773], [-3.962374, -3.569079, -0.620177], [-3.516365, -5.341339, 1.799496], [-3.449877, -2.193830, 2.030207], [-4.010133, -1.025692, 1.536042], [-4.273488, 0.026252, 2.383188], [-3.980766, -0.038485, 3.721782], [-3.444107, -1.201125, 4.241676], [-3.185734, -2.247553, 3.391245], [0.778795, 0.519462, -0.714652], [1.889198, 1.508604, -1.041673], [1.225256, 2.636486, -1.776539], [0.670368, 3.563910, -0.855423], [0.157603, 4.888655, -1.451263], [0.541433, 3.358538, 0.335410], [2.251137, 3.302406, -2.621225], [3.320467, 4.151538, -1.928567], [2.209353, 3.186168, -3.821859], [2.776515, 0.921118, -2.005246], [3.460401, -0.466021, -1.555301], [4.611774, -0.186092, -0.749979], [3.865930, -1.106804, -2.759733], [2.201904, -1.558798, -0.683012], [1.240911, -2.441940, -2.481742], [2.900929, -2.756513, 0.048206], [4.274994, -2.787717, -0.106105], [2.443975, -4.192131, -0.264192], [3.063590, -5.074201, 0.876572], [6.516231, 2.857639, 3.610292], [5.180425, 2.129011, 4.535865], [4.864519, 2.686439, 2.897988], [6.996702, 0.569828, 3.272398], [5.955458, 0.862019, 1.844998], [4.356560, 0.161766, 4.188547], [5.529880, -1.104057, 3.907866], [3.586495, -1.667732, 2.713351], [4.812925, -1.129189, 1.485528], [3.048901, 0.926399, 2.734292], [3.617791, 0.951177, 1.118794], [1.338891, -0.780852, 2.340115], [1.091933, 0.803773, 1.690684], [0.730604, -3.188361, 1.411302], [-0.681727, -2.556706, 2.199474], [-0.764493, -4.729702, 0.900700], [-0.979968, -3.801928, -0.571219], [-4.163294, -2.526950, -0.893964], [-3.416495, -4.038403, -1.448456], [-4.938930, -4.064597, -0.538565], [-4.241191, -5.210323, 2.606634], [-3.984381, -5.938261, 1.007537], [-2.617434, -5.878080, 2.124976], [-4.228929, -0.932130, 0.476202], [-4.693123, 0.929452, 1.946032], [-4.184873, 0.835945, 4.333131], [-3.214173, -1.230352, 5.302774], [-2.738941, -3.138643, 3.837757], [0.357009, 0.214997, -1.677364], [-0.014226, 1.087307, -0.222082], [2.389082, 1.979569, -0.189607], [-0.507665, 4.595365, -2.274467], [-0.489432, 5.378427, -0.728685], [0.962021, 5.530411, -1.807152], [4.280738, 4.075387, -2.437446], [3.454545, 3.753189, -0.911837], [3.004998, 5.190441, -1.820141], [2.721129, -2.642857, 1.123073], [1.371141, -4.352498, -0.167911], [2.887694, -4.596929, -1.174117], [2.961853, -4.594312, 1.859453], [4.137909, -5.187841, 0.706037], [2.599255, -6.063384, 0.905087], [-4.748874, 4.334878, -2.276734], [-4.742088, 5.181943, -3.522051], [-4.036113, 6.337795, -3.103812], [-3.179088, 5.937967, -2.122444], [-2.267003, 6.582513, -1.727145], [-3.509858, 4.707175, -1.656994], [-5.994834, 5.540668, -3.887923], [-5.577337, 4.583319, -1.612254], [-4.777221, 3.274139, -2.490756], [-4.231062, 4.729943, -4.374933], [-2.844370, -0.530692, -3.812592], [-2.951314, 0.861913, -4.372141], [-4.306848, 1.191796, -4.114836], [-4.671069, 0.487076, -2.998656], [-5.634186, 0.719695, -2.349022], [-3.780392, -0.494934, -2.730839], [-2.739602, 0.881920, -5.708506], [-3.150501, -1.291469, -4.532349], [-1.843537, -0.762306, -3.458778], [-2.298257, 1.593974, -3.890596]], "forces_ev_per_a": [[0.002, -0.382, -0.543], [-0.429, -0.474, 0.892], [-0.265, 0.189, -0.290], [0.405, 0.512, 1.137], [0.643, -0.145, 0.668], [0.353, -0.137, 0.179], [-0.819, 1.307, -0.666], [-0.453, -0.250, 0.969], [0.417, -0.249, -0.211], [0.433, 0.247, -0.016], [-0.908, -1.401, -0.324], [0.659, -0.032, 0.989], [-1.059, 0.100, -1.547], [-0.009, 0.036, 0.175], [0.499, 0.325, -0.249], [0.402, -0.662, 0.064], [0.046, -0.377, -0.524], [-0.321, 0.774, -0.819], [-0.187, 0.415, 0.346], [-0.011, 0.741, 0.555], [0.435, -0.755, 0.638], [0.170, 0.313, -0.004], [-1.569, 0.527, -0.471], [1.344, 0.346, 0.754], [-0.582, 1.430, 0.335], [-0.391, -1.433, -0.161], [0.286, -0.658, -0.570], [0.036, 0.652, -1.980], [-0.261, -1.013, 0.812], [-0.124, -0.021, 1.399], [-0.280, -0.842, 0.903], [3.165, -0.564, -0.783], [-1.041, 0.781, 1.238], [-0.961, -0.076, -0.638], [-0.394, -0.058, -0.811], [-0.361, 0.291, 0.123], [-0.290, -0.670, 0.288], [-0.080, 0.379, -0.343], [0.830, -0.869, 1.804], [0.182, 0.341, -0.278], [-0.297, 0.132, -0.097], [0.231, -0.032, -0.085], [0.212, 0.236, 0.201], [-0.038, 0.107, -0.287], [0.309, 0.179, 0.142], [0.079, -0.192, -0.076], [0.114, 0.169, -0.242], [0.001, 0.025, -0.405], [-0.509, -0.194, -0.128], [-0.296, -0.085, -0.205], [-0.314, -0.284, -0.188], [0.242, 0.010, -0.155], [-0.089, -0.259, -0.221], [0.202, 0.632, -0.231], [0.321, 0.477, -0.120], [-0.164, 0.094, -0.188], [-0.159, 0.136, 0.127], [0.147, -0.181, -0.062], [-0.096, 0.053, 0.116], [0.183, 0.065, 0.028], [0.216, -0.093, 0.006], [0.070, 0.072, 0.154], [-0.342, -0.071, 0.283], [-0.008, 0.054, 0.124], [0.014, -0.048, 0.209], [0.075, -0.221, 0.118], [0.025, -0.258, -0.136], [-0.107, 0.009, -0.195], [0.247, -0.091, 0.101], [0.216, -0.252, 0.199], [0.303, -0.681, -0.019], [0.370, 0.330, -0.150], [0.429, 0.059, 0.115], [-0.225, 0.010, -0.027], [-0.269, 0.092, -0.210], [0.092, 0.252, -0.133], [0.060, -0.121, -0.229], [0.028, 0.456, -0.232], [0.041, 0.344, -0.640], [-0.500, 0.479, -0.291], [-0.172, -0.186, -0.122], [-0.162, -0.097, 0.058], [0.072, 0.142, -0.010], [-0.029, -0.398, 0.183], [-0.402, 0.266, 0.088], [0.320, -0.436, -0.035], [0.021, 0.296, 0.244], [-0.113, 0.099, 0.000], [-0.071, 0.162, -0.313], [0.055, 0.034, -0.080], [-0.043, 0.149, -0.131], [0.161, -0.147, 0.065], [-0.116, 0.044, -0.071], [0.415, -0.421, 0.190], [-0.121, -0.072, -0.456], [0.259, 0.005, 0.482], [-0.292, -0.143, 0.138], [-0.014, 0.082, -0.028], [-0.018, 0.308, -0.242], [-0.019, 0.104, 0.018], [-0.052, 0.166, -0.134], [-0.043, -0.030, 0.271], [0.037, 0.024, -0.127]]}